Below is one molecule with the formula C2H6N2S in a non-equilibrium geometry, with properties calculated with ωB97M-V with the def2-TZVPD basis set.

Summary:
**SMILES string**: [H]/N=C(\C)NS
**E**: -15983.7070 eV
**LUMO energy**: 0.57 eV
**Charge**: 0
**Gap between HOMO and LUMO**: 9.53 eV
**2S+1**: 1

Positions of all 11 atoms, in Å:
1 C -1.29883 -0.50866 -0.13518
2 C 0.02570 0.13093 -0.11642
3 H -1.63818 -1.24372 -0.84174
4 H -2.21565 0.14484 -0.03181
5 H -1.66564 -1.10756 0.73510
6 H -0.46501 2.05678 -0.20806
7 H 0.87681 -1.33661 0.74467
8 H 2.28997 1.37458 0.46556
9 N 0.30889 1.41508 -0.17251
10 N 1.02525 -0.78563 -0.30230
11 S 2.75669 -0.14004 -0.13732

Below is C16H34N4O7V as an isolated structure in a non-equilibrium geometry, with properties calculated with ωB97M-V with the def2-TZVPD basis set.

Summary:
**E**: -63110.7988 eV
**LUMO energy (spin up / spin down)**: -4.67 / -4.67 eV
**Charge**: +2
**Gap between HOMO and LUMO (spin up / spin down)**: 7.23 / 6.63 eV
**⟨S²⟩**: 0.9945
**2S+1**: 2

Positions of all 62 atoms, in Å:
1 V -0.20545 0.32690 -0.55960
2 C -1.47328 -1.76563 2.00947
3 C -2.26388 -1.93195 0.73399
4 O -2.11667 -0.77334 -0.08997
5 C -3.29624 -0.03487 -0.41263
6 C -3.01307 0.66063 -1.73832
7 O -1.70045 1.22603 -1.75417
8 C -1.56285 2.61950 -1.44274
9 C -1.61921 2.90506 0.05611
10 O -0.80864 1.94941 0.75946
11 C 0.11759 2.42188 1.75928
12 C 1.51531 1.91299 1.43007
13 O 1.48447 0.51535 1.15688
14 C 1.88983 -0.38843 2.16704
15 C 0.66409 -1.06867 2.75185
16 O -0.12754 -1.51475 1.65924
17 H -1.55962 -2.67652 2.61157
18 H -1.87728 -0.92407 2.58470
19 H -3.31081 -2.09393 0.99178
20 H -1.90381 -2.79687 0.17195
21 H -3.51885 0.68027 0.38373
22 H -4.15137 -0.70034 -0.54035
23 H -3.77033 1.41778 -1.94584
24 H -3.02697 -0.07800 -2.53991
25 H -2.32511 3.20650 -1.95971
26 H -0.57735 2.88390 -1.82630
27 H -2.64252 2.83534 0.43363
28 H -1.26312 3.92230 0.22091
29 H -0.21709 2.04130 2.72680
30 H 0.12453 3.51120 1.79693
31 H 2.19973 2.14359 2.24767
32 H 1.87620 2.38721 0.51765
33 H 2.45005 0.11770 2.95453
34 H 2.54181 -1.12119 1.68608
35 H 0.09087 -0.35829 3.35775
36 H 0.95315 -1.91022 3.38858
37 N 0.18594 -1.13264 -2.00260
38 C 1.63158 -1.36086 -1.84553
39 C 2.35494 -1.79981 -3.12322
40 C 2.28514 -3.30505 -3.43557
41 C 3.64699 -3.96515 -3.20465
42 N 4.13815 -3.80791 -1.83239
43 C 4.03402 -4.68616 -0.84948
44 N 4.58264 -4.41410 0.33945
45 N 3.37189 -5.83163 -1.01388
46 C 2.25414 -0.00234 -1.38807
47 O 3.42986 -0.00525 -1.07651
48 O 1.42574 0.98789 -1.41301
49 H -0.33541 -2.00122 -2.04233
50 H 0.02928 -0.64879 -2.88473
51 H 1.77598 -2.07855 -1.03462
52 H 3.40048 -1.50136 -3.02060
53 H 1.95791 -1.20869 -3.95169
54 H 2.01935 -3.47195 -4.47969
55 H 1.51868 -3.79252 -2.82349
56 H 4.38057 -3.48145 -3.84736
57 H 3.63447 -5.02080 -3.47634
58 H 4.55988 -2.91414 -1.61982
59 H 5.18285 -3.61536 0.45759
60 H 4.59486 -5.10478 1.06983
61 H 2.96653 -6.06631 -1.90232
62 H 3.41155 -6.55678 -0.31880

Below is a 2-piece molecular cluster, C3H13N2O overall in a non-equilibrium geometry, with properties calculated with ωB97M-V with the def2-TZVPD basis set.

Summary:
**E**: -8343.1502 eV
**LUMO energy**: -2.90 eV
**Charge**: +1
**Gap between HOMO and LUMO**: 11.48 eV
**2S+1**: 1

Positions of all 19 atoms, in Å:
1 C 0.20261 -1.05566 -0.80763
2 N -0.25948 -0.77407 -2.18377
3 C -0.95515 -0.73060 0.10832
4 N -1.29629 0.69548 -0.17349
5 C -0.30612 1.72724 0.32065
6 H 0.60172 -2.05841 -0.68493
7 H 1.07096 -0.42688 -0.55777
8 H -0.68152 -1.61669 -2.54652
9 H 0.56694 -0.58347 -2.74658
10 H -1.81411 -1.27191 -0.28992
11 H -0.81143 -0.91586 1.17487
12 H -2.17339 0.92019 0.27918
13 H -1.34622 0.73202 -1.19290
14 H 0.66219 1.36268 0.62394
15 H -0.04386 2.35419 -0.52004
16 H -0.82116 2.36350 1.04067
17 H 2.27871 -0.73872 3.28267
18 H 2.92247 0.33353 2.45554
19 O 2.20313 -0.31658 2.41773

Which formula does entry 1 have?
C2H6N2S